No. 1
{"formula": "C22H41BrO38S10", "method": "ωB97M-V/def2-TZVPD", "elements": ["O", "C", "C", "C", "Br", "C", "S", "O", "H", "H", "H", "H", "H", "O", "S", "O", "O", "C", "C", "O", "H", "H", "H", "H", "O", "S", "O", "O", "C", "C", "O", "H", "H", "H", "H", "O", "S", "O", "O", "C", "C", "O", "H", "H", "H", "H", "O", "S", "O", "O", "C", "C", "O", "H", "H", "H", "H", "O", "S", "O", "O", "C", "C", "O", "H", "H", "H", "H", "O", "S", "O", "O", "C", "C", "O", "H", "H", "H", "H", "O", "S", "O", "O", "C", "C", "O", "H", "H", "H", "H", "O", "S", "O", "O", "C", "C", "O", "H", "H", "H", "H", "O", "S", "O", "O", "C", "C", "O", "H", "H", "H", "H"], "coordinates": [[4.131576, 0.962024, 4.144725], [4.719048, 1.407370, 3.241325], [4.581759, 2.854551, 2.686372], [4.556499, 2.495794, 1.147951], [5.958989, 3.606544, 0.313891], [5.082106, 0.994927, 1.075601], [3.759901, -0.226508, 0.675249], [5.627152, 0.781999, 2.385384], [3.579507, 3.154879, 3.061213], [5.294997, 3.619127, 3.018368], [3.504504, 2.685004, 0.881978], [5.862494, 1.006865, 0.297332], [4.238038, -0.896125, -0.418426], [1.607560, -2.478001, -0.732231], [0.233629, -2.125486, -0.821082], [-0.435754, -1.974509, -2.063909], [-0.001791, -0.807964, 0.064994], [-0.983687, -1.067232, 1.067129], [-0.871532, -2.549495, 1.359930], [-0.619564, -3.151460, 0.087910], [-1.964452, -0.815665, 0.653800], [-0.795765, -0.457974, 1.948991], [-1.776090, -2.958375, 1.805603], [-0.018922, -2.761277, 2.009975], [-0.508234, 3.231372, -1.306365], [-1.088519, 2.007741, -1.734708], [-0.755585, 0.753947, -1.139529], [-0.904281, 1.894063, -3.329307], [-2.184586, 1.760787, -3.960277], [-3.151589, 2.478268, -3.038762], [-2.694438, 2.167462, -1.717979], [-2.420482, 0.696784, -4.032345], [-2.164789, 2.192925, -4.955677], [-4.179722, 2.151972, -3.174014], [-3.094363, 3.562073, -3.170851], [-4.515957, -8.018245, 0.096301], [-4.647004, -6.749401, -0.531938], [-5.819828, -5.960514, -0.428724], [-4.263647, -6.919390, -2.095175], [-3.174786, -6.049485, -2.424381], [-2.393746, -5.895356, -1.136671], [-3.386577, -5.839001, -0.107833], [-3.589169, -5.093556, -2.753590], [-2.573440, -6.476807, -3.224492], [-1.780887, -4.997208, -1.126930], [-1.762345, -6.768051, -0.950446], [-3.696179, -9.248292, -7.174608], [-5.068905, -8.895273, -7.255736], [-5.741857, -8.734357, -8.493876], [-5.301506, -7.574697, -6.360888], [-6.282224, -7.839628, -5.352999], [-6.164566, -9.322184, -5.067693], [-5.917605, -9.919324, -6.345202], [-7.265211, -7.590796, -5.759889], [-6.092646, -7.234116, -4.468564], [-7.065834, -9.733152, -4.618950], [-5.308726, -9.534933, -4.422292], [8.746697, 4.112681, 2.071789], [7.984376, 4.676298, 3.127095], [6.747176, 5.343002, 2.911277], [8.946456, 5.642010, 3.985205], [8.976951, 5.203272, 5.350627], [8.726165, 3.710779, 5.288191], [7.756508, 3.548097, 4.248625], [8.178541, 5.716720, 5.891187], [9.934490, 5.443595, 5.807313], [8.352640, 3.310843, 6.227427], [9.628832, 3.168004, 4.996134], [2.074761, 5.177785, 2.463733], [1.887823, 6.428036, 1.814120], [0.699131, 7.188533, 1.956946], [2.194712, 6.227738, 0.245654], [3.243720, 7.111768, -0.160365], [4.085604, 7.316030, 1.081439], [3.143129, 7.377254, 2.157982], [2.791031, 8.049524, -0.492259], [3.813362, 6.676052, -0.978743], [4.677462, 8.227486, 1.037301], [4.744275, 6.463016, 1.257743], [-8.514720, -4.443865, 0.897912], [-7.338036, -3.650999, 0.931251], [-6.064563, -4.166727, 0.589171], [-7.251035, -2.942004, 2.382783], [-7.213013, -1.522327, 2.227126], [-7.966541, -1.245709, 0.940965], [-7.598087, -2.312381, 0.064235], [-6.167126, -1.215010, 2.147761], [-7.669078, -1.034141, 3.086182], [-7.706536, -0.284115, 0.503833], [-9.047268, -1.293281, 1.097705], [-4.348971, 1.985496, -5.960376], [-5.584477, 2.601203, -5.623714], [-6.475682, 2.050858, -4.667783], [-6.390451, 2.887423, -6.985415], [-6.670163, 4.287003, -7.100285], [-5.544231, 4.974107, -6.354656], [-5.293837, 4.134274, -5.222108], [-7.636019, 4.481732, -6.628746], [-6.713030, 4.581286, -8.146664], [-5.807461, 5.979857, -6.035781], [-4.633563, 5.011111, -6.957450], [9.320874, 0.056612, 9.292834], [8.587467, 0.560450, 8.188827], [8.238321, 1.932668, 8.067000], [7.258398, -0.327918, 8.016049], [7.226470, -0.908144, 6.705828], [8.681271, -1.063112, 6.311558], [9.324477, 0.107945, 6.829117], [6.705173, -0.217410, 6.038810], [6.698830, -1.859057, 6.724038], [8.815624, -1.130718, 5.234477], [9.132167, -1.936279, 6.789408]], "forces_ev_per_angstrom": [[-0.3, -1.5, 1.5], [1.7, 3.2, -1.6], [-1.7, -1.5, 0.0], [0.3, 0.5, 1.9], [-0.9, -0.2, -0.5], [0.0, 1.1, -0.7], [0.0, 0.0, -0.2], [-0.8, -1.2, -0.1], [0.6, 0.2, -0.6], [0.0, -0.7, -0.2], [0.8, -0.1, -1.0], [-0.2, -0.6, 0.7], [0.2, 0.6, 0.6], [0.0, 0.0, -0.3], [-0.2, 0.6, 0.8], [0.2, -0.4, -0.1], [1.1, -2.6, 1.1], [-0.5, 0.1, 0.0], [0.3, 0.1, 0.6], [-0.1, 0.3, -0.4], [0.0, 0.0, 0.0], [0.2, 0.1, -0.1], [0.0, -0.1, -0.3], [0.0, 0.0, 0.0], [0.2, -0.2, 0.1], [-0.3, -0.1, -0.6], [-0.9, 2.3, -1.1], [-0.1, 0.4, 0.5], [-0.3, -0.4, -0.1], [0.1, 0.5, -0.3], [0.4, -0.4, -0.1], [0.0, 0.0, 0.0], [0.2, 0.0, 0.1], [0.1, -0.2, 0.3], [0.0, 0.0, -0.1], [-0.2, 0.1, -0.1], [0.2, 0.1, -0.2], [0.5, -2.6, -1.2], [0.2, -0.2, 0.4], [0.0, 0.5, -0.2], [0.5, -0.4, -0.1], [-0.5, 0.1, -0.3], [0.1, 0.0, 0.0], [-0.2, -0.2, 0.0], [-0.2, 0.1, 0.2], [0.0, 0.0, -0.1], [-0.1, 0.1, -0.2], [-0.2, 0.0, 0.5], [0.2, -0.2, 0.0], [0.3, -0.5, 0.0], [-0.6, 0.1, 0.1], [0.4, 0.1, 0.5], [-0.1, 0.5, -0.4], [0.0, 0.0, 0.0], [0.2, 0.0, -0.1], [0.0, -0.1, -0.2], [-0.1, 0.0, 0.0], [-0.2, 0.3, -0.1], [0.5, -0.1, 0.7], [0.1, 0.0, -0.1], [-0.1, -0.5, -0.3], [-0.3, 0.1, 0.4], [0.6, -0.1, 0.2], [-0.3, 0.6, -0.2], [0.0, 0.0, 0.0], [0.0, 0.1, -0.3], [-0.2, 0.0, -0.2], [0.0, 0.0, 0.1], [-0.3, 0.0, 0.0], [0.5, 0.2, -0.4], [0.0, -0.2, 0.2], [0.1, -0.1, 0.6], [0.0, 0.5, -0.2], [0.5, -0.5, -0.1], [-0.6, 0.0, -0.3], [0.0, 0.0, 0.0], [-0.1, -0.2, 0.1], [-0.2, 0.1, 0.2], [0.1, 0.0, -0.1], [0.2, -0.1, 0.1], [0.1, 0.4, 0.1], [-0.7, 2.3, 1.2], [-0.4, 0.0, -0.3], [0.4, 0.3, -0.1], [-0.5, 0.1, 0.2], [0.4, -0.2, 0.3], [0.0, 0.1, 0.0], [0.0, -0.2, 0.0], [0.1, -0.2, -0.2], [0.0, 0.1, 0.0], [-0.2, -0.2, 0.1], [-0.4, 0.6, -0.5], [0.4, -0.1, 0.1], [0.6, 0.0, 0.3], [-0.4, 0.4, 0.2], [0.3, 0.1, -0.5], [-0.4, -0.4, 0.0], [0.0, 0.0, 0.0], [0.1, -0.3, 0.0], [0.0, -0.1, 0.3], [0.0, 0.0, 0.0], [-0.1, 0.3, 0.1], [-0.2, -0.7, -0.4], [0.3, 0.1, 0.2], [0.6, 0.1, 0.1], [-0.2, 0.2, -0.6], [0.0, -0.6, 0.2], [-0.4, 0.4, 0.2], [0.0, -0.1, 0.0], [0.0, 0.1, 0.3], [0.1, 0.3, 0.0], [0.0, 0.0, 0.0]], "e_tot_ha": -10277.6162, "largest_force_ev_per_a": 3.93, "lumo_energy_ev": 0.10, "relative_energy_ev": 1.849, "orbital_gap_ev": 9.489, "smiles": "O=C1C[C@@H](Br)[C@H](S)O1.O=S1(=O)OCCO1.O=S1(=O)OCCO1.O=S1(=O)OCCO1.O=S1(=O)OCCO1.O=S1(=O)OCCO1.O=S1(=O)OCCO1.O=S1(=O)OCCO1.O=S1(=O)OCCO1.O=S1(=O)OCCO1"}

=====

No. 2
{"formula": "C22H41I3NO2", "method": "ωB97M-V/def2-TZVPD", "elements": ["C", "C", "C", "C", "C", "C", "C", "C", "C", "C", "C", "C", "C", "C", "N", "C", "C", "C", "C", "I", "C", "O", "O", "C", "I", "C", "C", "I", "H", "H", "H", "H", "H", "H", "H", "H", "H", "H", "H", "H", "H", "H", "H", "H", "H", "H", "H", "H", "H", "H", "H", "H", "H", "H", "H", "H", "H", "H", "H", "H", "H", "H", "H", "H", "H", "H", "H", "H", "H"], "coordinates": [[-0.822547, -7.448667, 2.217593], [-2.222214, -7.888104, 1.799538], [-2.902164, -6.877151, 0.871736], [-3.053162, -5.488109, 1.495235], [-3.986371, -4.574276, 0.703351], [-3.417749, -4.136854, -0.667344], [-3.150690, -2.624363, -0.771617], [-1.714663, -2.228254, -0.354692], [-0.744807, -1.997346, -1.536352], [0.016668, -0.688231, -1.405551], [1.077978, -0.472900, -2.485403], [1.609378, 0.956736, -2.507572], [2.236060, 1.401906, -1.186915], [2.875112, 2.806133, -1.298937], [2.381533, 3.785603, -0.360571], [0.941580, 4.059589, -0.434620], [0.145798, 3.848893, 0.863380], [-0.018742, 5.125211, 1.714068], [-1.314669, 5.886590, 1.483603], [0.106192, 4.589318, 3.829370], [0.670847, 5.491726, -0.992087], [1.539182, 6.346557, -0.769980], [-0.448474, 5.611842, -1.490776], [3.091186, 4.028589, 0.780238], [3.339925, 2.222345, 2.157602], [4.508962, 4.661201, 0.571112], [4.595186, 5.547630, -0.675398], [6.185854, 3.290048, 0.656779], [-0.878761, -6.629475, 2.931807], [-0.259004, -7.108448, 1.348725], [-0.268797, -8.259330, 2.687800], [-2.859097, -8.017149, 2.675803], [-2.164100, -8.842729, 1.275135], [-3.901600, -7.235823, 0.618238], [-2.323830, -6.797630, -0.050418], [-2.078215, -5.005755, 1.579367], [-3.450408, -5.602395, 2.507609], [-4.190885, -3.687476, 1.303639], [-4.943017, -5.077023, 0.553464], [-2.466763, -4.648215, -0.820656], [-4.094133, -4.447076, -1.461379], [-3.339667, -2.282398, -1.788117], [-3.845201, -2.090939, -0.122783], [-1.771489, -1.299432, 0.212236], [-1.315227, -3.002436, 0.297873], [-1.299481, -2.010331, -2.475543], [-0.026656, -2.818755, -1.577945], [-0.679885, 0.154302, -1.403622], [0.507000, -0.676668, -0.428625], [1.896657, -1.174302, -2.320646], [0.616042, -0.674857, -3.455189], [0.809624, 1.647765, -2.786478], [2.375043, 1.042661, -3.283744], [3.017123, 0.680615, -0.936410], [1.504777, 1.391900, -0.383469], [2.687201, 3.184062, -2.310080], [3.956420, 2.719853, -1.217067], [0.525868, 3.392826, -1.186699], [-0.859619, 3.540445, 0.576705], [0.557400, 3.041930, 1.461526], [0.824571, 5.793043, 1.573066], [-1.624020, 6.449270, 2.361777], [-2.125363, 5.204738, 1.231015], [-1.200881, 6.577031, 0.651438], [2.565369, 4.705643, 1.440992], [4.683182, 5.281796, 1.443446], [3.885974, 5.265167, -1.439354], [4.431155, 6.582832, -0.389635], [5.597504, 5.497103, -1.099590]], "forces_ev_per_angstrom": [[-0.2, 0.0, 0.1], [0.0, 0.3, -0.3], [0.1, 0.2, 0.3], [-0.2, -0.1, -0.1], [0.3, 0.1, -0.2], [0.0, 0.3, 0.3], [0.3, -0.2, 0.3], [-0.3, 0.2, -0.5], [-0.1, -0.2, 0.3], [0.4, 0.0, 0.1], [-0.5, 0.3, 0.1], [0.2, 0.0, 0.1], [0.2, 0.0, -0.3], [-0.1, -0.1, -0.4], [-0.2, -0.6, 0.6], [0.3, 0.1, -0.3], [-0.3, 0.3, 0.1], [0.0, -0.1, 0.1], [-0.2, 0.1, 0.1], [0.0, 0.0, 0.0], [0.2, -0.3, 0.6], [0.6, 0.5, 0.1], [-1.0, 0.1, -0.7], [0.6, 0.7, -0.7], [-0.6, -0.4, 0.6], [-0.3, -0.1, 0.1], [0.7, -0.1, 0.1], [0.5, 0.3, -0.4], [0.1, 0.1, 0.0], [0.1, 0.0, 0.0], [0.0, 0.0, 0.0], [0.0, -0.2, 0.1], [0.0, -0.1, 0.1], [0.0, -0.1, -0.1], [-0.1, -0.1, -0.2], [0.1, 0.0, 0.1], [0.0, 0.0, 0.1], [-0.1, 0.1, 0.0], [-0.1, -0.1, 0.1], [0.0, -0.1, -0.2], [0.0, -0.1, -0.1], [0.0, 0.1, -0.1], [-0.2, 0.0, -0.1], [0.1, 0.0, 0.2], [0.1, 0.1, 0.2], [0.0, 0.0, -0.1], [0.1, -0.1, -0.1], [-0.1, 0.0, 0.0], [0.0, 0.1, 0.1], [0.1, -0.1, -0.1], [0.1, -0.2, -0.1], [-0.1, 0.0, 0.0], [0.0, 0.0, -0.1], [-0.1, -0.1, 0.2], [0.0, 0.0, 0.1], [0.0, 0.1, 0.0], [0.1, 0.1, 0.2], [0.1, -0.2, 0.0], [0.0, -0.1, 0.0], [0.2, -0.1, -0.1], [0.1, 0.0, 0.1], [0.1, 0.1, 0.0], [0.0, -0.1, 0.0], [0.1, -0.1, -0.2], [-0.2, -0.1, 0.0], [0.1, -0.2, 0.2], [-0.2, 0.1, 0.0], [-0.3, 0.1, -0.1], [0.0, 0.0, 0.0]], "e_tot_ha": -1961.2593, "largest_force_ev_per_a": 1.22, "lumo_energy_ev": 2.28, "total_charge": -1, "orbital_gap_ev": 7.092}